Entry 1:
A structure of composition C28H34FN6O2S3W. Source: the OMol25 dataset; level of theory: wB97M-V/def2-TZVPD.

Computed properties:
E_LUMO (spin up / spin down)	-3.420 / -3.787	eV
multiplicity	3
orbital gap (spin up / spin down)	6.1 / 5.9	eV
net charge	+1

Last column: Mulliken charge in e.
Positions of all 75 atoms, in Å:
W 1.0336 0.2225 0.2301  0.732
C 0.4829 6.0166 -0.9038  -0.763
S 0.2707 5.3628 0.7669  0.001
C 0.5358 3.6440 0.5661  0.377
S 0.0957 2.9265 -0.9631  -0.070
N 0.9400 3.0428 1.6223  -1.793
N 1.0330 1.6503 1.6501  1.011
C 1.5130 1.2861 2.8609  -0.946
C 1.6561 -0.0788 3.0918  1.048
C 2.0397 -0.6747 4.3223  -1.001
C 2.0662 -2.0304 4.4253  -0.578
C 1.7211 -2.8263 3.3040  -0.887
C 1.3817 -2.2152 2.1379  -0.507
N 1.3420 -0.8569 2.0143  0.792
H 0.5900 7.0907 -0.7535  0.390
H -0.3805 5.8432 -1.5392  0.278
H 1.3851 5.6207 -1.3627  0.270
H 1.7007 2.0495 3.5995  0.589
H 2.2826 -0.0367 5.1612  0.548
H 2.3462 -2.5051 5.3558  0.451
H 1.7290 -3.9049 3.3606  0.547
H 1.1257 -2.7796 1.2487  0.366
C -1.8592 0.2463 2.9005  -2.106
C -2.6448 -0.6612 1.9596  0.764
C -2.0833 -2.0785 1.9061  -1.415
C -2.8978 -0.0072 0.6068  0.325
C -4.1528 0.5791 0.4440  -1.165
C -4.5385 1.1710 -0.7414  -1.575
C -3.6645 1.1787 -1.8116  -0.756
C -2.3943 0.6237 -1.7105  1.047
C -1.5131 0.6435 -2.9514  1.590
C -1.5768 1.9872 -3.6932  -1.996
C -1.9066 -0.4524 -3.9526  -1.515
C -2.0103 0.0497 -0.4795  -0.471
N -0.6830 -0.5482 -0.4205  2.085
C -0.6214 -1.7995 -1.0772  1.506
C -1.7250 -2.5975 -1.3929  -0.896
C -1.5441 -3.8179 -2.0246  -0.787
C -0.2801 -4.2819 -2.3673  -0.748
C 0.8397 -3.5183 -2.0642  -1.003
C 0.6049 -2.3248 -1.4359  -0.395
F 1.6910 -1.5035 -1.0712  -0.323
H -1.7302 -0.2321 3.8742  0.448
H -2.3861 1.1898 3.0527  0.424
H -0.8759 0.4827 2.5036  0.809
H -3.6414 -0.7603 2.3992  0.743
H -1.0634 -2.1135 1.5287  0.057
H -2.6965 -2.7231 1.2751  0.327
H -2.0782 -2.5073 2.9100  0.524
H -4.8446 0.5527 1.2772  0.469
H -5.5219 1.6123 -0.8361  0.411
H -3.9722 1.6232 -2.7491  0.394
H -0.4800 0.4734 -2.6453  -0.233
H -2.4637 2.0366 -4.3278  0.501
H -0.7130 2.0905 -4.3523  0.390
H -1.6072 2.8451 -3.0242  0.443
H -2.9637 -0.3593 -4.2108  0.350
H -1.7384 -1.4591 -3.5809  0.237
H -1.3312 -0.3343 -4.8733  0.456
H -2.7181 -2.2442 -1.1550  0.484
H -2.4138 -4.4159 -2.2612  0.484
H -0.1600 -5.2329 -2.8662  0.425
H 1.8453 -3.8285 -2.3114  0.544
C 4.9731 -0.9853 -0.3947  -1.089
C 4.2672 -0.1484 0.6225  0.577
N 4.8674 0.1063 1.7756  -0.245
O 3.1541 0.3594 0.3801  -0.730
H 5.7459 -1.6126 0.0431  0.461
H 5.4370 -0.3066 -1.1137  0.315
H 4.2465 -1.5932 -0.9268  0.125
H 5.7781 -0.2627 1.9897  0.222
H 4.4003 0.7045 2.4417  0.225
O 2.8827 3.5175 -2.0283  -0.456
S 2.5979 2.0759 -2.1150  0.282
N 1.2734 1.7142 -1.1198  -0.397

Atomic forces in eV per Å
0.2 0.4 0.1
0.0 0.1 0.0
0.0 -0.1 0.0
0.1 0.1 0.2
-0.1 0.0 0.0
-0.1 -0.1 -0.2
0.0 0.1 0.0
0.0 -0.1 0.0
0.0 0.0 0.1
0.0 0.0 0.0
0.0 0.0 0.0
0.0 0.0 -0.1
0.1 0.0 0.1
-0.1 -0.1 -0.2
0.0 0.0 0.0
0.0 -0.1 0.0
0.0 0.0 0.0
0.0 0.0 0.0
0.0 0.0 0.0
0.0 0.0 0.0
0.0 0.0 0.0
0.0 0.0 0.0
0.0 0.1 0.1
-0.1 0.0 0.0
0.0 -0.1 0.0
0.1 0.0 -0.1
0.0 0.0 0.0
0.0 0.0 0.0
0.0 0.0 0.0
-0.1 -0.1 0.1
0.0 0.0 0.0
0.0 0.0 0.0
0.0 0.0 -0.1
0.0 0.0 0.0
-0.2 -0.1 0.1
0.0 0.0 0.0
0.1 0.0 0.0
0.0 0.0 0.0
0.0 -0.1 0.0
-0.1 0.1 0.0
0.0 0.0 0.1
0.0 -0.1 -0.2
0.0 0.0 0.0
0.0 0.0 0.0
0.0 0.0 0.0
0.0 0.0 0.0
-0.1 0.0 0.0
0.0 0.0 0.0
0.0 0.0 0.0
0.0 0.0 0.0
0.0 0.0 0.0
0.0 0.0 0.0
0.0 0.0 0.0
0.0 0.0 0.0
0.0 0.0 0.0
0.0 0.0 0.0
0.0 0.0 0.0
0.0 0.0 0.0
0.0 0.0 0.0
0.0 0.0 0.0
0.0 0.0 0.0
0.0 0.0 0.0
0.0 0.0 0.0
0.0 0.0 0.0
0.0 0.0 0.0
0.0 0.0 0.0
0.1 -0.1 0.0
0.0 0.0 0.0
0.0 0.0 0.0
0.0 0.0 0.0
0.0 0.0 0.0
0.0 0.0 0.0
0.1 0.1 0.0
-0.3 -0.1 0.1
0.4 -0.1 -0.1

=====

Entry 2:
A structure of composition C28H35BF4Ge2N2O4RhS. Source: the OMol25 dataset; level of theory: wB97M-V/def2-TZVPD.

Computed properties:
E_LUMO (spin up / spin down)	-3.916 / -7.649	eV
multiplicity	5
orbital gap (spin up / spin down)	6.8 / 3.0	eV
net charge	+1

Last column: Mulliken charge in e.
Positions of all 78 atoms, in Å:
Rh 6.9713 11.9039 9.1502  0.288
C 11.4194 12.0302 6.5919  -1.335
C 10.1422 11.3921 7.0993  -0.389
Ge 9.3913 12.1609 8.7633  0.450
C 10.3664 11.3185 10.3787  0.116
C 11.8257 11.6980 10.5143  -1.195
C 9.9444 14.0049 8.9760  -0.186
C 9.0932 15.0382 8.8901  -0.224
Ge 7.1995 14.2900 8.8287  0.912
C 6.3717 14.9961 10.5670  -0.559
C 6.0463 16.4570 10.6667  -1.215
C 6.6956 14.7734 6.9218  -0.579
C 5.9759 16.0662 6.6955  -1.077
C 9.5038 16.4585 8.7799  0.752
C 10.8526 16.7525 8.8128  -0.697
C 11.2878 18.0570 8.9605  -0.559
C 10.3816 19.1027 8.9974  -0.574
C 9.0300 18.8101 8.8990  -1.322
C 8.5905 17.4974 8.6998  0.235
H 11.8000 11.6109 5.6466  0.367
H 12.2367 11.8743 7.2561  0.299
H 11.3483 13.0855 6.4165  0.364
H 10.2798 10.3455 7.4201  0.409
H 9.3062 11.4601 6.3936  0.444
H 10.2015 10.2509 10.2456  0.454
H 9.7475 11.6975 11.1778  -0.342
H 12.4131 11.3299 9.6672  0.314
H 12.2904 11.2788 11.4230  0.413
H 12.0237 12.7609 10.5712  0.288
H 11.0197 14.1257 9.1233  0.172
H 7.0804 14.6224 11.3417  0.243
H 5.5059 14.3454 10.6228  0.428
H 6.9002 17.1126 10.7853  0.356
H 5.3008 16.6797 11.4371  0.397
H 5.5592 16.8039 9.7573  0.224
H 6.1269 13.8385 6.6931  0.579
H 7.6421 14.6999 6.3459  0.290
H 5.1813 16.2650 7.4393  0.287
H 5.4795 16.1170 5.6984  0.380
H 6.6026 16.9515 6.7369  0.316
H 11.5474 15.9014 8.8408  0.268
H 12.3544 18.2084 9.1500  0.363
H 10.7018 20.1093 9.1649  0.434
H 8.2867 19.6096 8.8916  0.377
H 7.5329 17.3508 8.5024  0.688
S 4.9422 11.8240 8.0931  -0.394
C 4.4958 10.1666 8.0243  0.884
N 4.4506 9.3763 9.1447  0.412
C 4.1712 8.0594 9.0928  -0.123
C 3.8921 7.4574 7.8702  -0.635
C 3.7654 8.2850 6.7127  -0.240
C 4.0380 9.6324 6.8073  -0.797
H 4.8412 9.8272 10.0095  0.074
H 4.2069 7.5098 10.0313  0.446
H 3.7701 6.3939 7.7376  0.449
H 3.5245 7.8349 5.7590  0.418
H 3.9145 10.2943 5.9489  0.422
O 5.3031 10.9243 11.3126  -0.964
C 6.3577 11.4014 11.8133  0.272
O 7.4146 11.8183 11.1661  -0.102
C 6.5360 11.4877 13.3396  0.437
C 5.4519 11.4295 14.2042  -0.528
C 5.6489 11.6609 15.5574  -0.586
C 6.9321 11.8858 16.0453  -0.575
C 8.0053 11.7539 15.1358  -0.210
C 7.8282 11.6410 13.7652  -0.230
N 9.3985 11.6332 15.6356  1.079
O 9.5365 11.7504 16.8388  -0.609
O 10.2370 11.4970 14.7742  -0.599
H 4.4676 11.1705 13.8248  0.418
H 4.8090 11.6067 16.2368  0.420
H 7.1447 12.1576 17.0810  0.470
H 8.6323 11.6664 13.0491  0.535
F 7.1041 9.7023 9.5658  -0.170
B 7.7417 8.8918 8.3833  0.329
F 7.6565 9.6671 7.2280  -0.328
F 9.0884 8.7295 8.8314  -0.330
F 6.9878 7.6970 8.2872  -0.301

Atomic forces in eV per Å
0.3 -0.8 0.5
0.2 -0.2 -0.7
-0.8 -0.3 0.3
2.8 0.8 0.1
-0.9 -0.4 0.3
0.5 0.0 -0.7
-0.1 0.1 -0.1
-0.6 -1.2 -0.5
2.0 3.4 -0.1
0.5 -1.8 -0.2
-0.7 0.7 -0.6
0.2 -2.1 0.3
-1.5 0.9 -0.3
-0.5 -0.8 0.0
0.6 -0.2 0.6
0.9 -0.3 0.2
-0.4 -0.4 0.4
-0.5 0.0 -0.9
0.0 0.9 0.4
-0.6 -0.2 0.1
0.6 0.0 0.8
-0.2 0.7 0.0
-0.1 0.3 -0.5
0.4 -0.3 -0.2
0.0 0.0 0.2
0.0 -0.1 0.4
0.0 -0.1 0.1
-0.5 -0.1 -0.2
-0.2 0.3 0.1
-0.1 0.1 -0.2
-0.4 0.3 -0.5
-0.5 0.2 0.5
0.2 -0.2 0.3
0.3 -0.3 0.2
-0.1 0.0 -0.2
0.0 1.1 -0.6
-0.5 0.0 0.5
0.2 -0.3 -0.3
0.3 -0.3 0.6
0.4 -0.2 0.0
-0.1 0.8 0.0
-0.4 0.2 -0.4
0.2 0.4 0.0
0.3 -0.1 0.0
0.2 -0.3 0.4
-0.2 0.2 -0.3
-1.3 -1.1 0.4
0.7 0.2 -0.6
0.2 0.2 -0.3
-0.2 1.3 -1.2
0.5 -1.1 1.4
0.1 0.6 0.1
-0.3 -0.2 0.0
0.1 0.2 -0.2
-0.1 0.0 0.4
-0.1 0.1 0.0
0.2 -0.2 0.3
1.6 0.9 0.4
-0.7 -0.9 1.2
-2.0 -0.2 -0.1
-0.8 0.1 -2.1
-0.1 -0.3 0.1
0.1 0.0 0.1
0.9 -0.2 -0.6
-0.4 -0.1 0.3
0.0 0.1 1.1
-1.3 1.2 0.1
0.7 -0.4 -0.5
0.7 -0.2 0.6
0.1 0.2 0.0
0.0 0.2 0.0
-0.1 -0.4 -0.3
0.1 -0.1 0.3
0.4 -0.8 -1.7
0.7 -1.0 1.4
-0.3 0.1 0.7
-1.7 0.1 -0.8
0.8 1.4 0.1

=====

Entry 3:
A structure of composition C28H35CoF5NOSSi4Te. Source: the OMol25 dataset; level of theory: wB97M-V/def2-TZVPD.

Computed properties:
E_LUMO (spin up / spin down)	1.892 / 1.982	eV
multiplicity	2
orbital gap (spin up / spin down)	6.0 / 6.1	eV
net charge	-1

Last column: Mulliken charge in e.
Positions of all 77 atoms, in Å:
Co -0.1113 0.6415 0.3675  -0.494
S 4.0900 0.0567 1.6103  -0.344
C 4.1121 0.0617 -0.1389  0.895
C 5.2089 0.0305 -0.9765  -0.631
C 4.9911 0.0191 -2.3466  -0.431
C 3.6969 0.0296 -2.8529  -0.794
C 2.5991 0.0522 -2.0163  -0.360
C 2.7889 0.0994 -0.6335  -0.494
N 1.8259 0.1415 0.3256  0.663
C 2.3319 0.1119 1.5572  0.675
C 1.4541 0.2093 2.6635  0.273
C 1.8070 -0.1393 3.9731  -0.572
C 0.8670 -0.0495 4.9736  -0.793
C -0.4260 0.3609 4.6713  -0.642
C -0.7888 0.6651 3.3646  0.066
C 0.1418 0.6512 2.3351  0.113
H 6.2115 0.0282 -0.5734  0.389
H 5.8355 -0.0130 -3.0206  0.386
H 3.5487 0.0243 -3.9229  0.399
H 1.5988 0.0200 -2.4180  0.451
H 2.8082 -0.5053 4.1651  0.388
H 1.1152 -0.3223 5.9909  0.378
H -1.1571 0.4207 5.4670  0.413
H -1.8193 0.9361 3.1599  0.484
C -1.1876 7.1115 1.8112  -0.981
Si -1.3665 5.2176 1.5546  0.369
C -3.2198 4.8040 1.3657  -1.112
C -0.7868 4.3567 3.1560  -0.626
Si -0.0943 4.7776 -0.3919  -0.038
Te -0.1795 2.4502 -1.3614  -0.549
Si 2.1412 5.4041 0.0768  0.315
C 2.7200 4.9338 1.8394  -1.050
C 3.4120 4.6250 -1.1217  -0.864
C 2.2883 7.3060 -0.0878  -1.059
Si -0.9451 6.0495 -2.2288  0.510
C -2.6938 5.4113 -2.6837  -1.101
C 0.1737 5.8094 -3.7682  -1.084
C -1.1200 7.9494 -2.0108  -1.192
H -1.8531 7.4990 2.5785  0.410
H -1.4021 7.6463 0.8909  0.135
H -0.1715 7.3655 2.1000  0.223
H -3.7884 5.0304 2.2636  0.391
H -3.3396 3.7450 1.1617  0.294
H -3.6717 5.3455 0.5410  0.277
H -1.4399 4.5696 4.0003  0.443
H 0.2185 4.6558 3.4359  0.273
H -0.7705 3.2792 3.0168  -0.175
H 2.5244 3.8829 2.0339  0.218
H 2.1907 5.5055 2.5958  0.284
H 3.7852 5.0993 1.9885  0.398
H 3.3788 3.5414 -1.0493  0.088
H 4.4331 4.9366 -0.9145  0.356
H 3.1840 4.8843 -2.1514  0.274
H 1.6064 7.8041 0.5928  0.267
H 2.0308 7.6250 -1.0917  0.222
H 3.2887 7.6689 0.1277  0.393
H -2.6910 4.3262 -2.6759  0.262
H -3.0377 5.7335 -3.6628  0.382
H -3.4278 5.7348 -1.9523  0.288
H 0.4134 4.7566 -3.8743  0.303
H 1.1125 6.3433 -3.6600  0.278
H -0.2899 6.1372 -4.6944  0.378
H -1.8489 8.1945 -1.2460  0.341
H -1.4406 8.4340 -2.9289  0.374
H -0.1795 8.4006 -1.7160  0.288
F -4.3937 -4.5146 1.6147  -0.335
C -3.8154 -3.3432 1.2604  0.640
C -4.5992 -2.2491 0.9068  0.193
F -5.9432 -2.3842 0.8816  -0.314
C -4.0194 -1.0418 0.5731  -0.037
F -4.8253 -0.0143 0.2198  -0.337
C -2.6096 -0.8428 0.5728  0.495
O -2.0458 0.2560 0.2865  -0.425
C -1.8649 -2.0107 0.8963  0.252
F -0.5113 -1.8666 0.8122  -0.225
C -2.4282 -3.2180 1.2372  -0.201
F -1.6558 -4.2813 1.5337  -0.328

Atomic forces in eV per Å
-0.6 -0.9 1.1
-0.8 0.0 -0.3
-0.6 0.0 0.3
0.2 0.0 -0.3
0.2 0.0 0.3
-0.2 0.0 0.0
-0.1 0.0 0.1
1.3 -0.2 -0.7
0.0 0.4 1.8
0.7 0.0 -2.0
-1.3 0.4 1.5
0.3 0.1 -0.6
-0.1 0.0 0.3
0.0 0.0 -0.1
-0.1 0.3 0.3
0.6 -1.1 -0.8
0.1 -0.1 0.0
0.0 0.1 0.0
-0.1 0.0 -0.1
-0.1 0.1 0.0
0.1 0.0 0.2
0.1 0.0 0.0
-0.1 0.0 0.0
0.0 0.0 -0.1
-0.1 -0.5 -0.1
-0.4 0.3 0.5
0.6 0.1 -0.1
0.0 0.1 -0.6
0.0 -0.4 -0.1
0.0 1.4 -0.9
0.7 0.2 0.0
-0.3 0.1 -0.4
-0.6 0.1 0.3
-0.1 -0.5 0.1
-0.4 0.3 -0.8
0.6 0.0 0.3
-0.2 -0.1 0.6
0.1 -0.6 0.2
-0.2 0.0 0.2
0.0 0.1 -0.2
0.2 0.0 0.1
0.0 0.1 0.2
0.0 -0.3 -0.1
-0.1 0.1 -0.2
-0.2 0.1 0.0
0.2 0.1 0.0
0.0 -0.2 0.0
-0.1 -0.2 0.0
-0.1 0.1 0.1
0.2 0.1 -0.1
-0.1 -0.2 0.0
0.1 0.2 0.2
-0.1 0.0 -0.2
-0.2 0.1 0.2
-0.1 0.0 -0.3
0.3 0.0 0.1
0.0 -0.3 0.0
0.1 0.2 -0.2
-0.1 0.1 0.2
0.1 -0.3 0.0
0.2 0.2 0.1
-0.2 0.1 -0.1
-0.2 0.0 0.2
-0.1 -0.1 -0.3
0.3 0.1 0.1
0.1 0.2 -0.1
0.0 0.0 0.0
0.0 -0.3 0.1
0.4 0.1 0.1
0.2 0.4 -0.1
0.2 -0.3 0.1
-0.5 -1.4 0.5
0.3 1.2 -0.3
0.1 0.6 -0.2
-0.3 -0.5 0.1
-0.2 -0.2 0.0
-0.1 0.2 0.0

=====

Computed values of energy relative to the best compared isomer or geometry (same formula, charge and spin) (unit: eV) for the preceding records, in sequence: 1.936 0.000 1.168.